(1)
Here is a single C4H2N2S molecule from OMol25. Energies are from the ωB97M-V functional and the def2-TZVPD basis.

Structure (XYZ):
```
9
Properties=species:S:1:pos:R:3:nbo_charge:R:1
N 0.0618 -2.5551 2.1225 -0.264
C 0.1005 -1.7426 1.3044 0.229
C 0.0333 -0.5427 0.5007 -0.266
C 0.8083 -0.1392 -0.5702 0.008
N 0.4764 1.0285 -1.1740 -0.444
C -0.6326 1.5413 -0.7480 -0.100
S -1.4967 0.6553 0.4592 0.365
H 1.6909 -0.7873 -0.7605 0.232
H -1.0418 2.5419 -1.1341 0.240
```

The value obtained for the LUMO energy is -0.397 eV. As for the SMILES: N#Cc1cncs1. For the energy, the calculation gives -661.27990 a.u. Its largest force on an atom is 3.11 eV/A. The value obtained for the orbital gap is 9.72 eV. The calculation puts the relative energy (zero: lowest compared OMol25 entry of this formula, charge and spin) at 47.5 kJ/mol.


(2)
Here is a single C4H2N2S2 molecule from OMol25. Energies are from the ωB97M-V functional and the def2-TZVPD basis.

Structure (XYZ):
```
10
Properties=species:S:1:pos:R:3:nbo_charge:R:1
N -2.2854 -1.9505 0.0140 -0.233
C -1.3037 -1.2179 0.1094 0.267
C -0.4299 -0.1026 0.3369 -0.503
C 0.6406 -0.0969 1.4712 0.294
N 1.5595 -0.2020 2.1553 -0.266
C 0.1620 0.2714 -1.0368 -0.316
S -0.5770 -0.0988 -2.4813 0.103
S 1.3017 1.5472 -1.1309 0.148
H -1.2588 0.6445 0.3642 0.334
H 2.1910 1.2055 0.1980 0.171
```

The value obtained for the LUMO energy is -1.430 eV. As for the SMILES: N#CC(C#N)C(=S)S. For the energy, the calculation gives -1059.38670 a.u. Its largest force on an atom is 9.37 eV/A. The value obtained for the orbital gap is 8.15 eV. The calculation puts the relative energy (zero: lowest compared OMol25 entry of this formula, charge and spin) at 202.8 kJ/mol.


(3)
Here is a single C4H2N4 molecule from OMol25. Energies are from the ωB97M-V functional and the def2-TZVPD basis.

Structure (XYZ):
```
10
Properties=species:S:1:pos:R:3:nbo_charge:R:1
C -2.0449 0.0577 2.0690 0.013
N -1.5116 0.2718 0.9364 -0.288
N -0.1879 0.2571 1.0306 -0.117
C 0.3400 -0.2133 -0.0691 0.012
C 1.8171 0.0321 -0.1410 0.230
N 2.9038 -0.0959 -0.7425 -0.227
C -0.1165 -0.2929 -1.3422 0.203
N -0.5587 -0.0303 -2.4318 -0.180
H -1.4142 -0.3420 3.0725 0.165
H -3.0793 0.0210 2.2788 0.190
```

The value obtained for the LUMO energy is -1.929 eV. As for the SMILES: C=NN=C(C#N)C#N. For the energy, the calculation gives -372.47249 a.u. Its largest force on an atom is 9.35 eV/A. The value obtained for the orbital gap is 8.82 eV. The calculation puts the relative energy (zero: lowest compared OMol25 entry of this formula, charge and spin) at 418.4 kJ/mol.


(4)
Here is a single C4H2NO3P molecule from OMol25. Energies are from the ωB97M-V functional and the def2-TZVPD basis.

Structure (XYZ):
```
11
Properties=species:S:1:pos:R:3:nbo_charge:R:1
O 0.8663 0.0359 2.9916 -0.952
P -0.0134 -0.9146 2.3630 1.516
N -0.0849 -0.3743 0.7081 -0.865
C 0.8309 -0.8138 -0.2541 0.658
O 1.6695 -1.6245 0.0037 -0.522
C 0.4424 -0.0645 -1.4685 -0.239
C -0.6025 0.7443 -1.2289 -0.237
C -0.9786 0.6154 0.2126 0.663
O -1.8323 1.1523 0.8715 -0.521
H 0.9216 -0.2244 -2.4909 0.250
H -1.2190 1.4683 -1.7081 0.248
```

The value obtained for the LUMO energy is -1.242 eV. As for the SMILES: O=PN1C(=O)C=CC1=O. For the energy, the calculation gives -775.46638 a.u. Its largest force on an atom is 3.34 eV/A. The value obtained for the orbital gap is 9.37 eV. The calculation puts the relative energy (zero: lowest compared OMol25 entry of this formula, charge and spin) at 0.0 kJ/mol.


(5)
Here is a single C4H2O2 molecule from OMol25. Energies are from the ωB97M-V functional and the def2-TZVPD basis.

Structure (XYZ):
```
8
Properties=species:S:1:pos:R:3:nbo_charge:R:1
C 0.1093 1.8676 -1.0137 -0.092
C -0.0578 0.7072 -0.7352 -0.147
C -0.1367 -0.6899 -0.3524 0.409
O -0.3108 -1.6135 -1.1158 -0.450
C 0.0199 -0.9763 1.1437 0.356
O -0.3446 -0.2070 1.9937 -0.455
H 0.2529 2.8970 -1.2644 0.243
H 0.4599 -1.9661 1.3623 0.136
```

The value obtained for the LUMO energy is -1.012 eV. As for the SMILES: C#CC(=O)C=O. For the energy, the calculation gives -303.99788 a.u. Its largest force on an atom is 0.64 eV/A. The value obtained for the orbital gap is 9.36 eV. The calculation puts the relative energy (zero: lowest compared OMol25 entry of this formula, charge and spin) at 31.3 kJ/mol.


(6)
Here is a single C4H2O2 molecule from OMol25. Energies are from the ωB97M-V functional and the def2-TZVPD basis.

Structure (XYZ):
```
8
Properties=species:S:1:pos:R:3:nbo_charge:R:1
O 0.9538 -2.6801 0.5978 -0.458
C 0.6303 -1.9410 -0.3000 0.356
C 0.1861 -0.5698 -0.0789 -0.050
C -0.1756 0.5721 0.0878 -0.034
C -0.6335 1.9402 0.2978 0.352
O 0.0906 2.9005 0.1920 -0.458
H 0.6503 -2.2555 -1.3588 0.146
H -1.7021 2.0337 0.5621 0.145
```

The value obtained for the LUMO energy is -0.536 eV. As for the SMILES: O=CC#CC=O. For the energy, the calculation gives -303.99804 a.u. Its largest force on an atom is 0.57 eV/A. The value obtained for the orbital gap is 10.47 eV. The calculation puts the relative energy (zero: lowest compared OMol25 entry of this formula, charge and spin) at 30.9 kJ/mol.


(7)
Here is a single C4H2O2 molecule from OMol25. Energies are from the ωB97M-V functional and the def2-TZVPD basis.

Structure (XYZ):
```
8
Properties=species:S:1:pos:R:3:nbo_charge:R:1
C 2.0286 -0.0907 -0.4981 -0.094
C 0.9818 0.3196 -0.0645 -0.151
C -0.3727 0.6766 0.3075 0.420
O -0.7422 1.7644 0.6853 -0.454
C -1.3773 -0.4673 0.1689 0.365
O -1.2948 -1.4625 0.8385 -0.462
H 2.9557 -0.4599 -0.8688 0.242
H -2.1791 -0.2802 -0.5689 0.133
```

The value obtained for the LUMO energy is -0.684 eV. As for the SMILES: C#CC(=O)C=O. For the energy, the calculation gives -303.99402 a.u. Its largest force on an atom is 0.67 eV/A. The value obtained for the orbital gap is 9.52 eV. The calculation puts the relative energy (zero: lowest compared OMol25 entry of this formula, charge and spin) at 41.4 kJ/mol.


(8)
Here is a single C4H2O2 molecule from OMol25. Energies are from the ωB97M-V functional and the def2-TZVPD basis.

Structure (XYZ):
```
8
Properties=species:S:1:pos:R:3:nbo_charge:R:1
O 1.9489 -0.6168 1.7456 -0.455
C 1.6196 0.3924 1.1692 0.354
C 0.4192 0.3919 0.3455 -0.057
C -0.5179 0.1255 -0.3692 -0.032
C -1.6130 -0.3957 -1.1722 0.352
O -2.6680 0.1688 -1.3241 -0.456
H 2.2100 1.3211 1.2176 0.147
H -1.3988 -1.3871 -1.6124 0.146
```

The value obtained for the LUMO energy is -1.015 eV. As for the SMILES: O=CC#CC=O. For the energy, the calculation gives -303.99469 a.u. Its largest force on an atom is 0.74 eV/A. The value obtained for the orbital gap is 9.97 eV. The calculation puts the relative energy (zero: lowest compared OMol25 entry of this formula, charge and spin) at 39.7 kJ/mol.


Highest occupied orbital energy, respectively: -10.12 -9.58 -10.74 -10.61 -10.37 -11.00 -10.21 -10.99 eV.